Record 1
Density functional theory data (ωB97M-V/def2-TZVPD) for a structure of composition C4H18B3FNO5Tl in a non-equilibrium geometry.

XYZ file:
```
33
Properties=species:S:1:pos:R:3:forces:R:3:mulliken_charge:R:1
Tl -28.3552 -10.3357 3.8443 -0.1 -0.3 -0.5 0.43
B -25.5538 -10.9524 4.8920 -0.2 -1.1 0.1 0.48
H -25.3164 -10.9515 3.8394 -0.8 0.6 -4.9 -0.07
H -26.3102 -11.6860 5.1241 -2.1 -4.3 0.6 -0.35
H -24.6274 -11.1024 5.4245 2.9 -0.5 3.8 -0.02
H -25.9011 -9.9794 5.2034 -0.2 5.5 1.0 -0.10
B -28.9028 -10.2515 6.8269 0.0 -0.5 0.7 0.36
H -29.7652 -9.7317 6.4391 -2.9 2.1 -3.4 -0.01
H -28.9476 -11.2636 6.4554 -1.9 -4.8 -1.0 -0.33
H -27.9932 -9.8005 6.4617 4.1 4.0 -0.8 -0.08
H -28.9383 -10.3287 7.9025 1.5 -1.0 4.3 0.00
B -29.4226 -11.3625 1.2084 0.4 -2.2 -0.1 0.46
H -29.5790 -11.9090 0.2913 -1.0 -2.2 -3.2 -0.12
H -30.2902 -10.7376 1.3537 -3.5 3.5 0.2 -0.12
H -29.2882 -12.0381 2.0389 0.9 -2.7 3.0 -0.33
H -28.5848 -10.6885 1.1191 3.4 3.7 0.3 -0.18
C -29.2927 -16.1212 6.2725 1.4 -0.7 -0.1 -0.53
C -28.3795 -15.4959 7.3175 -1.8 -0.9 -0.1 0.30
O -27.7629 -14.5098 6.5835 1.8 1.2 -0.6 -0.31
C -28.4856 -14.1751 5.4932 -2.0 1.5 -0.1 0.52
O -28.3891 -13.1686 4.8253 0.4 -2.2 1.0 -0.37
O -29.5597 -15.0308 5.4209 -0.2 1.1 -0.5 -0.31
F -27.5343 -16.4283 7.8120 0.4 0.4 0.0 -0.27
H -30.1141 -16.6976 6.6980 -0.3 0.6 -0.5 0.31
H -28.6561 -16.7289 5.6294 0.0 -0.9 0.5 0.31
H -28.9488 -15.0275 8.1203 0.3 -0.1 0.4 0.30
C -30.2826 -5.6125 5.0763 0.3 1.1 -2.3 -0.86
N -30.2532 -7.0709 5.2939 -0.1 -1.4 1.7 0.80
O -29.4255 -7.8232 4.6850 -2.7 2.6 1.6 -0.45
O -31.1116 -7.4155 6.1333 2.0 -0.4 -2.0 -0.45
H -29.3470 -5.2428 4.6566 0.1 -0.3 0.4 0.32
H -30.6918 -4.9324 5.8235 0.3 -1.0 0.8 0.32
H -30.9921 -5.4783 4.2598 -0.1 -0.2 -0.2 0.32
```
Positions in Å, forces in eV/Å.

Its largest force on an atom is 5.78 eV Å⁻¹. The energy above the lowest of the compared OMol25 structures with the same formula, charge and spin is 44.2 kcal/mol. Its spin multiplicity is 1. Its LUMO energy is -7.027 eV. The value obtained for the energy is -940.3090 Ha. For the gap between HOMO and LUMO, the calculation gives 0.0923 hartree. Its HOMO energy is -9.54 eV.

Record 2
Density functional theory data (ωB97M-V/def2-TZVPD) for a cluster of 10 separate species, C45H103BIN9O14P in total in a non-equilibrium geometry.

XYZ file:
```
174
Properties=species:S:1:pos:R:3:forces:R:3:mulliken_charge:R:1
C -1.1949 -1.7931 5.9158 -0.8 -0.8 0.2 -1.24
C -1.9913 -2.1153 4.5866 1.0 0.6 1.4 0.12
O -2.0743 -0.9471 3.8119 -0.2 -0.6 0.0 -0.51
B -2.2859 -1.2073 2.3743 1.1 -1.6 0.1 0.77
I -3.0662 0.7436 1.5404 -0.4 0.8 -0.2 -0.40
C -3.2766 -2.4591 2.0197 -1.3 0.8 -0.6 -0.71
C -4.7432 -2.3590 2.5828 0.2 -1.5 0.0 -0.39
C -5.7418 -3.1854 1.6860 0.3 -0.1 0.2 0.57
C -6.1866 -2.4617 0.3725 -0.6 0.2 0.3 -1.32
C -6.5735 -0.9603 0.5346 -0.5 0.2 0.0 -0.28
C -7.9608 -0.7261 1.2289 -0.4 -0.1 -1.6 -0.33
C -8.6169 0.6286 0.7339 -0.2 0.1 0.8 -0.69
C -8.8234 1.6749 1.8760 0.2 0.1 -1.3 -0.49
O -7.8109 2.6957 1.7609 -1.1 -0.2 1.2 -0.33
C -8.1062 3.7244 2.7262 1.1 0.0 -0.2 -0.72
C -0.8582 -1.4823 1.5516 0.0 0.9 0.0 -1.26
C 0.4051 -0.9930 2.3300 0.5 -1.1 -1.4 0.73
C 1.6295 -1.0745 1.3296 1.0 0.0 0.6 -1.09
P 3.0983 -0.0840 1.9275 -0.8 0.9 1.7 0.40
O 2.6374 0.9563 2.9243 0.9 -1.1 -1.8 -0.42
O 3.8457 0.5384 0.5666 -0.6 -0.7 2.1 0.00
C 3.4324 1.8892 0.2765 1.0 1.3 -1.9 -0.16
C 4.5000 2.4781 -0.7188 -0.4 -0.8 0.5 -0.96
O 4.2420 -1.0525 2.6870 -1.0 1.1 -2.2 -0.48
C 5.5681 -0.5038 2.6216 1.6 0.2 1.3 0.34
C 5.7582 0.8221 3.4185 0.0 0.3 -0.4 -0.80
H -1.5930 -2.4825 6.7056 0.4 0.4 -0.4 0.40
H -1.4043 -0.7632 6.2783 0.3 -0.6 -0.5 0.23
H -0.1133 -2.0167 5.8356 -0.5 0.5 -0.1 0.23
H -1.4185 -2.9266 4.0824 -0.6 0.3 0.1 0.20
H -2.9876 -2.4897 4.9294 0.5 0.1 -0.6 0.05
H -2.8590 -3.4605 2.2829 -0.2 0.7 -0.1 0.32
H -3.3764 -2.4721 0.8992 0.2 0.0 0.7 0.15
H -4.7433 -2.8768 3.5767 -0.1 0.5 -0.5 0.03
H -5.0834 -1.3223 2.7757 0.3 -0.5 -0.3 0.18
H -5.2169 -4.1314 1.3801 -0.4 0.9 0.4 -0.41
H -6.6144 -3.5266 2.3171 0.6 0.6 -0.8 0.16
H -7.1074 -2.9805 -0.0062 0.6 0.3 0.2 0.50
H -5.4454 -2.5544 -0.4559 -0.2 0.1 0.8 0.35
H -5.8212 -0.3480 1.0708 -0.2 -0.5 -0.4 -0.26
H -6.6542 -0.5208 -0.4907 0.1 -0.3 0.7 0.45
H -7.9349 -0.7984 2.3338 0.1 0.1 -0.6 0.28
H -8.6383 -1.5316 0.8488 0.5 0.3 0.5 0.23
H -9.6212 0.4491 0.2805 0.7 -0.1 0.3 0.41
H -7.9976 1.0873 -0.0691 -0.3 -0.2 0.7 0.28
H -9.7979 2.2150 1.7640 0.4 -0.6 0.1 0.38
H -8.7895 1.1565 2.8609 0.0 0.5 -0.4 0.31
H -8.2904 4.6681 2.1699 -0.1 -0.4 0.5 0.20
H -7.2010 3.8435 3.3613 -0.6 0.1 -0.3 0.22
H -8.9514 3.4515 3.3907 0.3 0.3 -0.5 0.37
H -0.9068 -0.8827 0.6068 0.1 -0.6 0.5 0.23
H -0.8151 -2.5502 1.2285 0.3 0.5 0.4 0.14
H 0.6444 -1.7049 3.1529 -0.3 0.8 -0.2 0.07
H 0.2886 0.0464 2.6827 0.0 -0.7 0.0 -0.07
H 1.3722 -0.6734 0.3276 0.1 -0.1 0.6 0.43
H 1.9798 -2.1191 1.1831 -0.4 0.5 0.0 0.37
H 3.4126 2.5597 1.1541 -0.4 -0.8 -0.2 0.27
H 2.4707 1.8346 -0.2741 0.2 0.2 0.7 0.30
H 4.2276 3.5067 -1.0302 0.1 -0.6 0.2 0.34
H 5.4802 2.5464 -0.2011 -0.5 0.0 -0.3 0.22
H 4.6053 1.7961 -1.5990 -0.2 0.9 0.9 0.23
H 6.2290 -1.2544 3.1165 -0.6 0.3 -0.4 0.30
H 5.9627 -0.3831 1.5927 -0.6 -0.1 0.4 -0.30
H 5.4371 0.7233 4.4765 0.0 -0.1 -0.7 0.19
H 6.8317 1.0918 3.4264 -0.6 -0.4 -0.1 0.39
H 5.2270 1.6804 2.9583 0.0 -0.6 0.3 0.23
C 6.7606 -0.3352 -1.4114 -0.1 0.0 0.1 -0.38
C 6.5835 0.2968 -2.7667 -0.3 0.2 0.0 0.63
O 5.6129 0.9892 -3.0333 0.3 -0.3 -0.6 -0.69
N 7.5442 0.0776 -3.7056 0.0 -0.1 0.3 -0.20
C 8.7575 -0.7052 -3.5837 -0.1 0.3 -0.5 -0.88
H 5.9155 -0.0672 -0.7794 0.0 0.0 -0.1 -0.56
H 6.7939 -1.4225 -1.5025 0.1 0.0 0.1 0.47
H 7.6750 0.0300 -0.9402 0.0 -0.1 0.0 0.41
H 7.3551 0.5324 -4.5845 0.0 0.0 0.0 0.24
H 9.6151 -0.0569 -3.7762 0.1 -0.2 0.1 0.28
H 8.7410 -1.4984 -4.3343 0.2 -0.1 0.1 0.29
H 8.8563 -1.1470 -2.5971 -0.1 0.1 0.0 0.35
C 6.2907 7.4692 -0.3000 0.0 0.1 0.1 -1.34
C 6.3435 6.1346 -0.9967 0.0 -0.5 0.0 0.84
O 6.3518 5.0791 -0.3838 0.1 0.2 0.2 -0.62
N 6.3783 6.1230 -2.3542 0.1 0.3 0.3 -0.08
C 6.3697 7.2436 -3.2727 0.0 -0.6 -0.3 -0.74
H 6.2656 7.3077 0.7750 0.0 -0.1 -0.1 0.30
H 7.1775 8.0582 -0.5417 -0.1 0.1 -0.1 0.36
H 5.3897 8.0121 -0.5903 0.1 0.1 -0.1 0.35
H 6.4109 5.1925 -2.7402 -0.1 0.0 0.0 0.19
H 5.4972 7.1420 -3.9194 0.0 0.3 0.0 0.14
H 7.2756 7.1976 -3.8839 0.0 0.3 0.0 0.30
H 6.3306 8.1980 -2.7564 0.0 -0.1 0.1 0.33
C -0.8496 4.2252 6.4861 -0.1 0.1 0.1 -1.10
C 0.6563 4.2392 6.4420 0.5 0.0 -0.1 0.74
O 1.3262 4.8161 7.2943 -0.1 0.1 0.1 -0.70
N 1.2617 3.5879 5.4211 -0.5 0.3 0.3 -0.07
C 0.6479 2.8537 4.3264 0.3 -0.1 0.1 -0.58
H -1.1848 4.7854 7.3564 0.1 0.0 0.0 0.29
H -1.2590 4.6963 5.5913 -0.1 -0.2 0.0 0.33
H -1.2164 3.2012 6.5698 -0.1 0.0 -0.2 0.27
H 2.2674 3.6384 5.4555 0.0 -0.1 0.0 0.18
H 1.0044 1.8255 4.3562 -0.1 0.0 -0.2 0.14
H 0.9623 3.3063 3.3851 -0.1 -0.2 -0.1 0.14
H -0.4369 2.8628 4.3864 0.1 0.1 0.1 0.37
C 10.4020 -1.1199 5.1862 0.1 -0.1 0.0 -1.40
C 9.1919 -0.2221 5.2020 -0.3 0.2 -0.2 0.79
O 8.6211 0.1164 4.1772 0.4 -0.2 0.1 -0.58
N 8.7374 0.2128 6.4065 0.3 -0.2 -0.1 -0.15
C 9.2670 -0.0718 7.7250 -0.4 0.3 -0.1 -0.88
H 10.6382 -1.3791 4.1571 -0.1 0.1 0.0 0.29
H 11.2611 -0.6052 5.6200 0.0 -0.1 0.1 0.38
H 10.1988 -2.0396 5.7375 0.1 0.0 0.1 0.37
H 7.9257 0.8075 6.3356 0.0 0.0 0.0 0.22
H 8.4884 -0.5537 8.3196 0.2 -0.1 0.2 0.29
H 9.5423 0.8701 8.2038 0.1 -0.1 0.2 0.29
H 10.1373 -0.7196 7.6809 0.0 0.0 -0.1 0.34
C 1.0612 6.1171 -4.7596 -0.1 0.0 0.0 -1.30
C 2.5638 6.1182 -4.8561 0.3 0.1 0.2 0.81
O 3.2653 6.7047 -4.0458 -0.1 0.0 -0.1 -0.61
N 3.1365 5.4362 -5.8838 -0.3 0.1 0.1 -0.11
C 2.4871 4.6804 -6.9357 0.6 0.0 0.1 -0.90
H 0.7605 6.6991 -3.8922 0.1 0.0 0.0 0.29
H 0.6241 6.5714 -5.6506 -0.1 -0.1 0.0 0.36
H 0.6901 5.0981 -4.6379 -0.1 0.0 -0.1 0.33
H 4.1429 5.4826 -5.8818 0.0 -0.1 0.0 0.20
H 2.8418 3.6482 -6.8867 -0.2 -0.1 -0.2 0.31
H 2.7717 5.1072 -7.8993 -0.2 -0.2 -0.1 0.28
H 1.4052 4.6955 -6.8414 0.0 0.1 0.1 0.32
C -6.5077 -6.7178 0.4518 -0.1 0.0 0.1 -1.05
C -5.0086 -6.7298 0.3396 0.3 0.2 0.3 0.76
O -4.2966 -6.1712 1.1591 0.0 -0.3 -0.1 -0.62
N -4.4494 -7.3875 -0.7140 -0.2 0.0 0.1 -0.19
C -5.1154 -8.1039 -1.7822 0.6 0.1 0.1 -0.88
H -6.7934 -6.1538 1.3378 0.0 0.0 -0.1 -0.05
H -6.9494 -6.2337 -0.4211 -0.1 -0.1 0.0 0.46
H -6.8877 -7.7371 0.5509 -0.1 0.0 -0.1 0.44
H -3.4423 -7.3493 -0.7191 0.0 0.0 0.0 0.26
H -4.7765 -9.1426 -1.7743 -0.2 -0.1 -0.2 0.29
H -4.8372 -7.6509 -2.7363 -0.2 -0.1 -0.1 0.28
H -6.1954 -8.0781 -1.6744 0.0 0.1 0.1 0.34
C -0.1097 -0.9349 -7.2551 0.1 -0.1 -0.1 -1.18
C 0.1142 0.5238 -7.5470 0.0 0.2 -0.1 0.85
O -0.1158 1.0099 -8.6517 -0.1 0.0 -0.1 -0.72
N 0.5844 1.3108 -6.5463 -0.1 -0.4 -0.2 0.05
C 0.9165 0.9361 -5.1829 0.1 0.5 -0.1 -0.92
H -0.4858 -1.4197 -8.1514 -0.1 0.1 0.1 0.17
H 0.8279 -1.4144 -6.9663 -0.1 0.0 0.2 0.38
H -0.8508 -1.0520 -6.4637 0.1 -0.1 0.0 0.36
H 0.7068 2.2721 -6.8209 0.0 0.0 0.0 0.07
H 0.3032 1.5242 -4.4978 0.1 -0.2 0.2 0.29
H 1.9675 1.1690 -5.0000 0.0 -0.1 0.2 0.30
H 0.7461 -0.1198 -4.9998 0.0 0.0 -0.1 0.34
C -6.2643 -6.4026 4.3483 0.0 -0.1 0.0 -0.99
C -7.4917 -5.5330 4.3929 -0.2 0.2 -0.3 0.89
O -8.1092 -5.2270 3.3832 0.0 -0.2 0.1 -0.68
N -7.9085 -5.0823 5.6066 0.2 -0.2 -0.1 -0.21
C -7.3194 -5.3280 6.9073 -0.4 0.3 -0.1 -0.86
H -6.0579 -6.6766 3.3174 0.0 0.1 0.0 -0.09
H -5.4024 -5.8586 4.7380 0.0 -0.1 0.0 0.32
H -6.4262 -7.3159 4.9249 0.1 0.1 0.1 0.48
H -8.7338 -4.5063 5.5566 0.0 0.0 0.0 0.24
H -8.0625 -5.8141 7.5438 0.2 -0.1 0.2 0.29
H -7.0451 -4.3707 7.3551 0.1 -0.1 0.2 0.28
H -6.4377 -5.9576 6.8396 0.0 0.0 -0.1 0.32
C -3.5431 -2.4422 -11.1512 -0.1 -0.1 0.0 -1.38
C -2.8457 -1.5237 -10.1807 0.2 0.3 0.2 0.90
O -2.6878 -1.8176 -9.0056 -0.1 -0.3 0.0 -0.63
N -2.3819 -0.3351 -10.6449 -0.2 -0.3 0.0 -0.04
C -2.4656 0.1992 -11.9878 0.2 0.2 0.4 -0.92
H -3.8507 -3.3445 -10.6282 0.1 0.1 0.1 0.31
H -4.4321 -1.9579 -11.5588 0.1 0.0 -0.1 0.35
H -2.8661 -2.7238 -11.9596 -0.1 0.1 -0.1 0.36
H -1.9220 0.2229 -9.9342 0.2 0.0 -0.1 0.15
H -1.4539 0.3835 -12.3553 -0.1 0.0 -0.2 0.28
H -3.0056 1.1479 -11.9552 0.0 0.0 -0.2 0.30
H -2.9753 -0.4806 -12.6645 0.0 0.0 0.1 0.35
```
Positions in Å, forces in eV/Å.

Its largest force on an atom is 2.68 eV Å⁻¹. Its spin multiplicity is 1. Its LUMO energy is 1.750 eV. The value obtained for the energy is -3986.7394 Ha. For the gap between HOMO and LUMO, the calculation gives 0.2275 hartree. Its HOMO energy is -4.44 eV. As for the net charge: -1.

Record 3
Density functional theory data (ωB97M-V/def2-TZVPD) for a structure of composition C8H7N3OS4SbZn in a non-equilibrium geometry.

XYZ file:
```
25
Properties=species:S:1:pos:R:3:forces:R:3:mulliken_charge:R:1
Zn 1.5352 0.8371 0.4025 0.1 0.4 0.2 0.44
N -1.0837 4.3934 1.3952 0.7 -0.2 0.1 -0.57
C -0.5544 3.1068 1.1533 0.1 0.0 0.0 0.51
S 0.8169 2.6544 2.0664 0.7 -0.2 0.3 -0.57
N -1.1574 2.3653 0.2829 -1.1 1.1 -0.1 -1.11
N -0.6456 1.1189 0.1500 1.6 -0.1 0.4 1.00
C -1.4665 0.1867 -0.0405 -1.2 -0.6 -0.5 -0.30
C -1.1441 -1.2327 -0.1985 -0.2 -0.3 -0.4 0.23
C -2.1285 -2.0888 -0.7299 0.7 -0.8 0.6 -0.52
C -1.9573 -3.4819 -0.8723 0.1 1.6 0.2 -0.72
C -0.7247 -3.9926 -0.5068 0.5 0.6 0.4 -0.31
C 0.2719 -3.1726 -0.0054 0.2 -0.3 0.0 -0.54
C 0.1368 -1.7712 0.1657 -0.5 0.1 -0.4 0.55
O 1.1151 -1.0766 0.6062 0.0 -0.3 0.2 -0.95
H -0.3297 4.9868 1.7547 -0.5 -0.2 -0.3 0.25
H -1.5225 4.7579 0.5647 -0.1 0.1 -0.1 0.25
H -2.5147 0.5179 -0.1171 0.0 -0.4 0.0 0.31
H -3.0648 -1.6558 -0.9925 -0.7 0.4 -0.2 0.34
H -2.7445 -4.1169 -1.2239 -0.3 -0.1 -0.2 0.38
H -0.5396 -5.0389 -0.5945 0.2 -0.7 -0.1 0.35
H 1.2455 -3.5637 0.2684 0.0 -0.1 0.0 0.36
S 6.0347 1.9053 -2.1130 0.3 0.0 -0.1 -0.72
Sb 4.2425 2.1239 -0.7135 0.1 -0.6 0.7 0.54
S 3.9787 0.5178 1.0422 0.0 0.6 -0.3 -0.61
S 2.2005 1.7196 -1.7443 -0.5 0.1 -0.2 -0.61
```
Positions in Å, forces in eV/Å.

Its largest force on an atom is 1.65 eV Å⁻¹. The energy above the lowest of the compared OMol25 structures with the same formula, charge and spin is 0.0 kcal/mol. Its spin multiplicity is 2. Its LUMO energy (alpha / beta) is 5.015 / 4.420 eV. The value obtained for the energy is -4161.0627 Ha. For the gap between HOMO and LUMO (alpha / beta), the calculation gives 0.2258 / 0.2291 hartree. Its HOMO energy (alpha / beta) is -1.13 / -1.81 eV. As for the net charge: -2.